DFT (wB97M-V/def2-TZVPD) results for a molecular structure, C37H43MoN2P2SSi2.

The HOMO energy (alpha / beta) comes out at -16.90 / -16.86 eV. The energy above the lowest of the compared OMol25 structures with the same formula, charge and spin is 9.38 kcal/mol. Its net charge is +3. Its molecular weight is 761.89 g/mol.

Geometry (Å):
Mo (-0.3227, 0.8042, -1.4615)
C (-1.4389, 3.4144, -2.4347)
Si (-2.0011, 3.3355, -0.6442)
C (-3.7743, 2.8719, -0.4243)
C (-1.4815, 4.8133, 0.3329)
N (-0.9381, 1.9501, -0.0516)
P (-0.0037, 1.5443, 1.2687)
C (0.8233, 0.4612, 0.1704)
P (1.4272, -1.1216, -0.2780)
N (0.7362, -0.9156, -1.7505)
Si (1.3916, -0.8839, -3.4183)
C (0.1272, -1.4932, -4.6188)
C (2.9793, -1.8193, -3.5328)
C (1.6377, 1.0059, -3.5449)
C (3.1834, -1.2665, -0.2424)
C (3.7747, -2.5330, -0.2599)
C (5.1531, -2.6394, -0.3366)
C (5.9358, -1.4919, -0.3916)
C (5.3502, -0.2295, -0.3646)
C (3.9738, -0.1138, -0.2920)
C (0.6628, -2.3767, 0.7058)
C (-0.5333, -2.9620, 0.2965)
C (-1.1461, -3.9004, 1.1103)
C (-0.5713, -4.2416, 2.3286)
C (0.6208, -3.6528, 2.7396)
C (1.2460, -2.7190, 1.9318)
C (-0.9202, 0.6845, 2.5082)
C (-0.3313, 0.3974, 3.7448)
C (-1.0359, -0.3476, 4.6741)
C (-2.3151, -0.8042, 4.3745)
C (-2.8935, -0.5300, 3.1403)
C (-2.1949, 0.2072, 2.2004)
C (0.9640, 2.8638, 1.9058)
C (2.0315, 3.3539, 1.1438)
C (2.7461, 4.4486, 1.5899)
C (2.3942, 5.0599, 2.7911)
C (1.3304, 4.5825, 3.5467)
C (0.6085, 3.4847, 3.1087)
H (-2.0499, 4.1425, -2.9788)
H (-1.5768, 2.4968, -3.0275)
H (-0.4034, 3.7565, -2.5251)
H (-4.3845, 3.7463, -0.6725)
H (-3.9939, 2.6208, 0.6162)
H (-4.1072, 2.0581, -1.0667)
H (-2.1126, 5.6523, 0.0216)
H (-0.4412, 5.1016, 0.1714)
H (-1.6476, 4.6728, 1.4035)
H (-0.2000, -2.5013, -4.3528)
H (0.5815, -1.5597, -5.6116)
H (-0.7536, -0.8570, -4.7100)
H (2.8597, -2.8399, -3.1622)
H (3.8088, -1.3499, -3.0032)
H (3.2471, -1.8924, -4.5913)
H (0.9378, 1.6646, -2.9559)
H (1.5275, 1.4353, -4.5417)
H (2.6081, 1.2890, -3.1304)
H (3.1660, -3.4282, -0.2108)
H (5.6195, -3.6151, -0.3487)
H (7.0128, -1.5815, -0.4469)
H (5.9715, 0.6555, -0.3912)
H (3.5173, 0.8697, -0.2556)
H (-0.9640, -2.7110, -0.6627)
H (-2.0630, -4.3754, 0.7867)
H (-1.0459, -4.9825, 2.9594)
H (1.0701, -3.9365, 3.6820)
H (2.1828, -2.2746, 2.2467)
H (0.6616, 0.7574, 3.9857)
H (-0.5941, -0.5630, 5.6376)
H (-2.8667, -1.3741, 5.1111)
H (-3.8909, -0.8858, 2.9181)
H (-2.6419, 0.4191, 1.2363)
H (2.3057, 2.8822, 0.2062)
H (3.5760, 4.8322, 1.0119)
H (2.9569, 5.9163, 3.1391)
H (1.0657, 5.0673, 4.4764)
H (-0.2252, 3.1208, 3.6948)
S (-2.2525, -0.1020, -2.0640)
C (-3.0988, -1.5737, -1.6111)
C (-2.8693, -2.7418, -2.3363)
C (-3.6130, -3.8695, -2.0324)
C (-4.5754, -3.8197, -1.0289)
C (-4.8074, -2.6424, -0.3255)
C (-4.0754, -1.5042, -0.6184)
H (-2.1353, -2.7585, -3.1308)
H (-3.4580, -4.7830, -2.5907)
H (-5.1659, -4.6992, -0.8084)
H (-5.5786, -2.6058, 0.4325)
H (-4.2800, -0.5709, -0.1111)



DFT (wB97M-V/def2-TZVPD) results for a molecular structure, C37H43N6O3Se3SiTeTl in a non-equilibrium geometry.

The HOMO energy comes out at -1.11 eV. The energy above the lowest of the compared OMol25 structures with the same formula, charge and spin is 57.79 kcal/mol. Its net charge is -2. Its molecular weight is 1216.74 g/mol.

Geometry (Å):
Tl (2.8965, -0.0384, 1.9567)
Se (5.5741, 0.0608, 3.0290)
Se (5.2552, 1.8144, 4.5707)
Te (3.7215, 0.8975, 6.3565)
Se (1.5008, 0.8211, 5.2426)
N (4.0365, -1.8427, 0.6224)
C (4.9310, -1.5624, -0.4887)
C (4.8336, -2.5864, -1.6137)
C (3.3900, -2.9280, -2.0291)
C (2.3557, -1.8011, -2.1923)
N (2.7378, -0.8420, -3.2314)
C (2.6079, 0.4858, -3.1077)
N (3.5607, 1.2279, -3.7610)
N (1.6343, 1.0768, -2.4700)
C (4.7775, -0.1353, -1.0912)
O (5.4420, 0.0464, -2.1499)
O (4.0459, 0.6656, -0.4909)
H (4.4914, -2.3397, 1.3777)
H (3.1795, -2.3338, 0.3819)
H (5.9397, -1.5452, -0.0691)
H (5.3221, -3.5279, -1.3438)
H (5.3817, -2.1541, -2.4498)
H (2.9378, -3.6066, -1.2955)
H (3.4370, -3.5051, -2.9603)
H (2.2045, -1.2435, -1.2635)
H (1.4003, -2.2706, -2.4401)
H (3.5115, -1.1136, -3.8166)
H (4.4618, 0.9490, -3.3209)
H (3.4354, 2.2184, -3.5985)
H (0.7735, 0.7317, -1.9660)
H (1.8148, 2.0400, -2.2311)
C (-0.1760, -2.2001, -0.4580)
N (0.8224, -2.0025, 0.5878)
C (0.7633, -2.8604, 1.5361)
C (1.6116, -2.9122, 2.6828)
C (1.6319, -3.8720, 3.6904)
C (2.6263, -3.4958, 4.5974)
C (3.1656, -2.3121, 4.1123)
N (2.5690, -1.9609, 2.9578)
C (-1.6226, -2.1285, -0.0397)
C (-2.0694, -1.3403, 0.9304)
C (-3.5341, -1.1515, 1.1623)
C (-4.5014, -2.2144, 0.5645)
C (-3.8628, -3.0503, -0.4971)
C (-2.5698, -2.9628, -0.7978)
H (-0.0143, -3.1772, -0.9383)
H (-0.0409, -1.4220, -1.2149)
H (-0.0020, -3.6512, 1.5194)
H (0.9754, -4.7300, 3.7398)
H (2.9060, -3.9880, 5.5149)
H (3.9299, -1.6882, 4.5423)
H (-1.3729, -0.7518, 1.5137)
H (-3.7262, -0.9857, 2.2233)
H (-5.0130, -2.8523, 1.2943)
H (-4.4956, -3.7461, -1.0408)
H (-2.1658, -3.5843, -1.5919)
O (-0.5677, 0.8476, -0.9852)
Si (-1.9466, 1.5408, -0.6904)
C (-3.5222, 0.4842, -0.8843)
C (-4.2600, -0.0469, 0.3205)
C (-5.4025, -1.0631, 0.0229)
C (-5.8819, -1.1514, -1.3884)
C (-5.2046, -0.5635, -2.3721)
C (-3.9915, 0.2219, -2.1115)
C (-2.1369, 2.2731, 1.0445)
C (-3.1971, 3.1414, 1.3245)
C (-3.4058, 3.6442, 2.6006)
C (-2.5423, 3.2895, 3.6304)
C (-1.4733, 2.4431, 3.3767)
C (-1.2782, 1.9433, 2.0923)
C (-2.1977, 3.0387, -1.8597)
C (-3.4074, 3.5217, -2.3592)
C (-3.4648, 4.6454, -3.1771)
C (-2.3023, 5.3217, -3.5141)
C (-1.0843, 4.8685, -3.0229)
C (-1.0421, 3.7443, -2.2119)
H (-4.5613, 0.7972, 0.9436)
H (-6.2523, -0.9113, 0.6949)
H (-6.7747, -1.7304, -1.6053)
H (-5.5474, -0.6541, -3.3978)
H (-3.4781, 0.6272, -2.9795)
H (-3.8748, 3.4333, 0.5264)
H (-4.2352, 4.3168, 2.7917)
H (-2.6933, 3.6819, 4.6297)
H (-0.7743, 2.1815, 4.1633)
H (-0.4268, 1.2965, 1.9015)
H (-4.3276, 3.0022, -2.1115)
H (-4.4214, 4.9931, -3.5519)
H (-2.3437, 6.1992, -4.1491)
H (-0.1711, 5.3996, -3.2671)
H (-0.0957, 3.4006, -1.8117)
C (2.7185, 2.0724, 1.6858)
H (1.9976, 2.2873, 0.9007)
H (3.7208, 2.3733, 1.4019)
H (2.4233, 2.4709, 2.6510)



DFT (wB97M-V/def2-TZVPD) results for a molecular structure, C37H44AsLaN7O3S in a non-equilibrium geometry.

The HOMO energy (alpha / beta) comes out at -14.48 / -14.44 eV. The energy above the lowest of the compared OMol25 structures with the same formula, charge and spin is 53.62 kcal/mol. Its net charge is +3. Its molecular weight is 880.70 g/mol.

Geometry (Å):
La (1.0333, 1.9770, 0.8204)
N (2.1106, 3.0492, 3.3730)
N (3.3189, 3.7357, 3.3062)
C (4.0085, 3.8679, 2.1654)
N (5.0820, 4.6296, 2.2260)
S (3.6239, 3.0815, 0.6870)
H (1.3936, 3.7151, 3.5947)
H (2.1701, 2.3934, 4.1294)
H (3.5956, 4.2540, 4.1200)
H (5.3774, 5.1086, 3.0647)
H (5.6518, 4.7349, 1.4004)
O (1.2284, 2.1735, -6.5905)
C (0.1982, 2.9322, -6.0076)
C (0.1767, 2.5694, -4.5506)
C (1.0611, 1.6576, -4.0300)
C (1.0150, 1.3853, -2.6691)
N (0.1624, 1.9452, -1.8217)
C (-0.7276, 2.8142, -2.3412)
C (-0.7505, 3.1461, -3.6773)
C (-1.8014, 3.4154, -1.4691)
C (-3.0995, 3.5181, -1.8841)
C (-4.0912, 4.0416, -1.0511)
C (-5.5028, 4.1028, -1.5416)
O (-5.6376, 3.0305, -2.4462)
C (-3.7475, 4.4770, 0.2364)
C (-2.4616, 4.3770, 0.6490)
N (-1.5307, 3.8525, -0.1956)
H (1.2837, 2.3580, -7.5327)
H (-0.7792, 2.7188, -6.4351)
H (0.3607, 4.0082, -6.0930)
H (1.7858, 1.1658, -4.6729)
H (1.6913, 0.6623, -2.2442)
H (-1.4737, 3.8724, -4.0477)
H (-3.3680, 3.1328, -2.8618)
H (-5.6330, 5.0787, -2.0243)
H (-6.1898, 4.0630, -0.7005)
H (-6.5265, 3.0200, -2.8188)
H (-4.4842, 4.8947, 0.9155)
H (-2.1042, 4.6965, 1.6137)
O (-0.0066, 3.6535, 1.4516)
N (-0.1798, 3.7515, 0.1728)
C (2.7908, -6.4788, -2.3181)
C (2.1872, -5.1806, -1.8025)
C (0.8569, -4.8677, -2.0245)
C (0.2682, -3.7052, -1.5333)
C (-1.1815, -3.4329, -1.9110)
C (1.0689, -2.8568, -0.7539)
As (0.2688, -1.3032, 0.0114)
N (1.1381, -0.4918, 1.4360)
C (2.0923, -1.0085, 2.2704)
C (2.0936, -2.3665, 2.6612)
C (2.8712, -2.7970, 3.7165)
C (3.7072, -1.8984, 4.3809)
C (3.7893, -0.5707, 3.9494)
C (3.0119, -0.1291, 2.9004)
C (-1.4253, -1.7008, 0.9139)
C (-2.3881, -0.6757, 0.8666)
C (-2.2146, 0.5620, 0.0120)
C (-3.5492, -0.7778, 1.6218)
C (-3.8028, -1.8778, 2.4356)
C (-5.0747, -1.9881, 3.2569)
C (-2.8592, -2.8919, 2.4427)
C (-1.6736, -2.8435, 1.7061)
C (-0.7999, -4.0830, 1.8044)
C (2.4376, -3.0630, -0.6394)
C (3.3897, -2.0334, -0.0396)
C (2.9688, -4.2442, -1.1462)
H (2.0526, -7.0914, -2.8350)
H (3.2030, -7.0676, -1.4966)
H (3.6118, -6.2785, -3.0100)
H (0.2484, -5.5474, -2.6216)
H (-1.4494, -4.0224, -2.7867)
H (-1.3554, -2.3885, -2.1684)
H (-1.8793, -3.6944, -1.1234)
H (1.4466, -3.0563, 2.1487)
H (2.8297, -3.8329, 4.0298)
H (4.3155, -2.2347, 5.2151)
H (4.4952, 0.1047, 4.4283)
H (3.1302, 0.8749, 2.5310)
H (-1.8421, 0.3399, -0.9732)
H (-1.4909, 1.2501, 0.4674)
H (-3.1584, 1.1054, -0.0741)
H (-4.2920, 0.0226, 1.5649)
H (-5.5575, -1.0185, 3.3843)
H (-4.8726, -2.4040, 4.2462)
H (-5.7944, -2.6539, 2.7703)
H (-3.0498, -3.7806, 3.0471)
H (-0.3652, -4.1674, 2.8025)
H (-0.0069, -4.1319, 1.0766)
H (-1.4187, -4.9689, 1.6630)
H (2.9696, -1.0269, -0.0507)
H (4.3128, -2.0055, -0.6193)
H (3.6696, -2.2600, 0.9916)
H (4.0421, -4.4226, -1.0448)



DFT (wB97M-V/def2-TZVPD) results for a molecular structure, C37H44BCaFN12O5S2 in a non-equilibrium geometry.

The HOMO energy comes out at -6.49 eV. The energy above the lowest of the compared OMol25 structures with the same formula, charge and spin is 60.37 kcal/mol. Its molecular weight is 870.86 g/mol.

Geometry (Å):
Ca (-0.4530, -1.6237, -0.5570)
C (0.4627, 4.3876, 4.3306)
C (1.5084, 3.2822, 4.2316)
N (1.3337, 2.4340, 3.0554)
C (0.5860, 1.2903, 3.1682)
C (0.3915, 0.3874, 2.1889)
C (-0.5871, -0.7550, 2.4572)
O (-0.7478, -1.0837, 3.6369)
O (-1.1631, -1.2046, 1.4192)
C (1.1098, 0.5473, 0.9406)
O (1.2102, -0.2962, 0.0554)
C (1.7594, 1.8586, 0.7702)
C (2.2528, 2.1875, -0.4863)
C (2.8012, 3.4182, -0.7047)
F (3.2164, 3.7372, -1.9554)
C (2.9166, 4.3570, 0.3192)
C (2.4587, 4.0137, 1.5817)
C (1.8514, 2.7772, 1.8213)
N (3.5010, 5.6498, 0.1398)
C (2.7215, 6.8134, 0.5404)
C (3.6844, 7.7981, 1.2222)
N (5.0595, 7.4976, 0.6853)
C (5.0003, 7.2981, -0.8027)
C (4.2809, 5.9553, -1.0557)
H (0.6218, 4.9817, 5.2337)
H (-0.5384, 3.9539, 4.3775)
H (0.4960, 5.0512, 3.4630)
H (1.4411, 2.6360, 5.1036)
H (2.5186, 3.6920, 4.2207)
H (0.1226, 1.1161, 4.1323)
H (2.1699, 1.4626, -1.2934)
H (2.5734, 4.7292, 2.3878)
H (1.9303, 6.5326, 1.2266)
H (2.2463, 7.2862, -0.3281)
H (3.7227, 7.6582, 2.2995)
H (3.4471, 8.8360, 1.0012)
H (5.3253, 6.5950, 1.0834)
H (5.7347, 8.2056, 0.9576)
H (6.0089, 7.2962, -1.2045)
H (4.4609, 8.1449, -1.2188)
H (5.0065, 5.1624, -1.2164)
H (3.6777, 6.0425, -1.9612)
B (1.0317, 0.1628, -3.4248)
N (0.4524, -1.2198, -3.8166)
C (0.1264, -1.6512, -5.0470)
C (-0.3749, -2.9339, -4.9444)
C (-0.3279, -3.2087, -3.5727)
N (0.1805, -2.1781, -2.8912)
N (-0.0725, 0.9804, -2.6534)
C (-0.3833, 2.2778, -2.8139)
C (-1.3674, 2.6147, -1.8966)
C (-1.6153, 1.4184, -1.2091)
N (-0.8298, 0.4404, -1.6712)
H (1.3022, 0.7864, -4.4319)
H (1.9988, 0.0035, -2.7014)
H (0.2849, -1.0223, -5.9085)
H (-0.7261, -3.5719, -5.7392)
H (-0.6172, -4.1138, -3.0596)
H (0.1137, 2.8720, -3.5664)
H (-1.8532, 3.5703, -1.7788)
H (-2.3385, 1.1975, -0.4356)
N (-4.8649, -3.2891, -6.5665)
C (-4.6122, -3.0790, -5.2060)
C (-5.0258, -4.0119, -4.2558)
C (-4.8060, -3.7835, -2.9063)
C (-4.1717, -2.6191, -2.4998)
C (-3.7537, -1.6815, -3.4402)
C (-3.9836, -1.9064, -4.7813)
S (-3.7082, -2.3782, -0.8152)
O (-4.5706, -3.1894, 0.0068)
O (-3.6733, -0.9565, -0.5922)
N (-2.1926, -2.8712, -0.7868)
C (-1.7400, -4.1326, -0.6057)
S (-2.6906, -5.6204, -0.5867)
C (-1.2311, -6.5312, -0.3952)
C (-0.1708, -5.6960, -0.3571)
N (-0.4472, -4.3552, -0.4756)
H (-4.9721, -4.2507, -6.8411)
H (-4.2753, -2.7685, -7.1934)
H (-5.5235, -4.9211, -4.5791)
H (-5.1322, -4.5001, -2.1629)
H (-3.2415, -0.7855, -3.1054)
H (-3.6542, -1.1818, -5.5200)
H (-1.2434, -7.6078, -0.3247)
H (0.8601, -6.0051, -0.2400)
N (1.5294, -2.8206, 1.6310)
C (0.8076, -3.5175, 2.2143)
N (-0.0472, -4.2863, 2.8651)
C (-1.5067, -4.1428, 2.6970)
C (-2.1918, -4.3914, 4.0481)
C (-1.2985, -3.8829, 5.1789)
C (-0.0268, -4.7461, 5.2773)
C (0.4070, -5.2275, 3.8827)
H (-1.8663, -4.8539, 1.9472)
H (-1.7093, -3.1343, 2.3479)
H (-2.3880, -5.4601, 4.1866)
H (-3.1559, -3.8834, 4.0412)
H (-1.8286, -3.8951, 6.1326)
H (-1.0289, -2.8493, 4.9552)
H (-0.2042, -5.6207, 5.9102)
H (0.7755, -4.1649, 5.7386)
H (-0.0342, -6.2019, 3.6583)
H (1.4860, -5.3337, 3.8135)



DFT (wB97M-V/def2-TZVPD) results for a molecular structure, C37H44F5N5PPdS3Si.

The HOMO energy (alpha / beta) comes out at -3.74 / -5.08 eV. Its spin multiplicity is 3. The energy above the lowest of the compared OMol25 structures with the same formula, charge and spin is 3.26 kcal/mol. Its net charge is -1. Its molecular weight is 915.47 g/mol.

Geometry (Å):
Pd (-0.3662, 0.4888, 0.3356)
N (-8.9399, -4.7219, -3.9806)
C (-8.1479, -4.2129, -3.3236)
C (-7.1495, -3.5709, -2.4953)
C (-6.2270, -2.6973, -3.0575)
C (-5.2729, -2.0823, -2.2678)
C (-5.2318, -2.3300, -0.8993)
C (-6.1528, -3.2047, -0.3379)
C (-7.1048, -3.8199, -1.1318)
N (-4.2623, -1.7046, -0.0848)
C (-4.0351, -1.9216, 1.2711)
C (-2.9899, -1.1323, 1.6009)
N (-2.5535, -0.4301, 0.4948)
C (-3.3221, -0.7939, -0.4838)
H (-6.2530, -2.5041, -4.1217)
H (-4.5571, -1.4197, -2.7316)
H (-6.1366, -3.4132, 0.7209)
H (-7.8192, -4.5013, -0.6900)
H (-4.6155, -2.6012, 1.8669)
H (-2.5021, -1.0343, 2.5533)
H (-3.2328, -0.4286, -1.4881)
C (-1.4192, -1.8870, -3.2965)
C (-1.1206, -0.4333, -3.7229)
C (-2.4321, 0.2667, -4.1019)
P (-0.1917, 0.4827, -2.3710)
C (1.5305, -0.2163, -2.4889)
C (2.4100, 0.2097, -3.6619)
C (1.5488, -1.7447, -2.3831)
C (0.0269, 2.2162, -3.0533)
C (-1.0482, 3.1719, -2.5182)
C (0.2178, 2.4235, -4.5667)
H (-2.3371, -2.2459, -3.7774)
H (-1.5483, -1.9814, -2.2147)
H (-0.6218, -2.5709, -3.5779)
H (-0.4855, -0.4461, -4.6134)
H (-3.0778, 0.4390, -3.2397)
H (-2.9876, -0.3526, -4.8145)
H (-2.2789, 1.2358, -4.5604)
H (1.9658, 0.1877, -1.5729)
H (1.9987, -0.1286, -4.6184)
H (3.3959, -0.2520, -3.5490)
H (2.5654, 1.2876, -3.7077)
H (1.4095, -2.1966, -3.3692)
H (0.7840, -2.1319, -1.7158)
H (2.5189, -2.0764, -2.0048)
H (0.9577, 2.5074, -2.5642)
H (-1.9582, 3.1192, -3.1240)
H (-0.6886, 4.2043, -2.5419)
H (-1.3144, 2.9478, -1.4848)
H (-0.7291, 2.5132, -5.0973)
H (0.7942, 1.6377, -5.0483)
H (0.7520, 3.3649, -4.7321)
F (-0.7438, -2.6874, 0.1952)
C (0.4479, -2.4145, 0.8095)
C (0.9138, -1.1197, 0.9056)
C (2.1421, -1.0091, 1.5203)
F (2.7176, 0.1937, 1.7203)
C (2.8605, -2.0877, 2.0078)
F (4.0485, -1.9172, 2.6071)
C (2.3403, -3.3603, 1.8918)
F (3.0133, -4.4192, 2.3670)
C (1.1143, -3.5269, 1.2824)
F (0.5954, -4.7633, 1.1638)
C (-2.6060, 0.3965, 4.6722)
Si (-0.8037, 0.4135, 4.0696)
C (0.1525, 1.3706, 5.3772)
C (-0.1814, -1.3534, 4.1612)
C (-0.5775, 1.2445, 2.4455)
H (-2.6375, 0.6977, 5.7239)
H (-3.0784, -0.5891, 4.6049)
H (-3.2209, 1.1010, 4.1036)
H (0.0287, 0.9339, 6.3758)
H (-0.2037, 2.4052, 5.4075)
H (1.2221, 1.3960, 5.1438)
H (-0.2965, -1.7514, 5.1761)
H (0.8801, -1.3971, 3.8951)
H (-0.7127, -2.0183, 3.4723)
H (0.3527, 1.8038, 2.5190)
H (-1.3786, 1.9593, 2.2274)
S (6.8330, 2.0964, -0.8865)
C (5.3017, 2.3923, -0.2972)
S (3.8536, 2.1713, -1.2122)
C (2.8378, 2.6170, 0.1601)
N (3.5496, 2.9496, 1.1869)
N (4.9105, 2.8258, 0.9232)
C (5.7630, 3.0948, 2.0387)
C (6.9396, 3.8105, 1.8895)
C (7.7286, 4.0597, 3.0047)
C (7.3455, 3.6047, 4.2586)
C (6.1586, 2.8958, 4.3962)
C (5.3653, 2.6383, 3.2891)
S (1.1226, 2.6190, 0.0777)
H (7.2400, 4.1582, 0.9121)
H (8.6499, 4.6166, 2.8858)
H (7.9670, 3.8015, 5.1243)
H (5.8463, 2.5367, 5.3692)
H (4.4339, 2.0951, 3.3773)